[1]
The following is a DFT calculation (the ωB97M-V functional and the def2-TZVPD basis) of a 3-piece molecular cluster, C21H42F6NO14P3 overall.

Element x y z (Å)
1 N -1.059 -0.483 -3.006
2 P -1.264 1.086 -2.183
3 C -2.609 0.748 -0.835
4 O -3.880 1.286 -1.338
5 C -4.869 0.240 -1.626
6 O -6.064 0.448 -0.794
7 C -6.940 -0.740 -0.873
8 C -8.496 -0.461 -0.428
9 O -9.340 -0.893 -1.582
10 C 0.315 1.660 -1.274
11 O 0.558 2.991 -1.113
12 C 1.452 0.636 -0.600
13 F 1.866 1.289 0.670
14 F 0.800 -0.663 -0.194
15 C 2.656 0.441 -1.696
16 F 2.139 -0.557 -2.705
17 F 2.883 1.698 -2.479
18 C 4.074 -0.107 -1.080
19 F 5.059 -0.088 -2.226
20 F 4.671 0.742 -0.023
21 C 4.042 -1.662 -0.548
22 O 3.587 -2.721 -1.233
23 O 4.614 -1.956 0.804
24 H -0.812 -1.259 -2.352
25 H -0.429 -0.434 -3.836
26 H -2.304 1.362 0.143
27 H -2.631 -0.375 -0.510
28 H -5.221 0.398 -2.755
29 H -4.472 -0.859 -1.568
30 H -6.485 -1.534 -0.118
31 H -6.850 -1.215 -1.956
32 H -8.804 -1.121 0.515
33 H -8.694 0.654 -0.125
34 H -9.368 -1.905 -1.479
35 H 5.603 -2.149 0.641
36 C 3.018 -4.901 0.899
37 C 3.611 -4.985 2.292
38 O 4.191 -6.256 2.520
39 P 5.657 -6.569 1.823
40 O 6.446 -5.740 2.866
41 O 6.000 -8.010 2.587
42 C 7.275 -8.222 3.171
43 C 7.178 -8.073 4.679
44 O 4.776 -7.496 0.658
45 C 4.226 -8.787 0.887
46 C 3.121 -8.834 1.928
47 H 3.803 -4.958 0.139
48 H 2.476 -3.960 0.764
49 H 2.332 -5.734 0.717
50 H 4.353 -4.195 2.448
51 H 2.819 -4.849 3.034
52 H 8.026 -7.545 2.743
53 H 7.587 -9.241 2.926
54 H 6.727 -7.119 4.962
55 H 8.164 -8.149 5.141
56 H 6.532 -8.854 5.094
57 H 5.018 -9.510 1.106
58 H 3.797 -9.103 -0.071
59 H 3.505 -8.664 2.939
60 H 2.639 -9.818 1.928
61 H 2.360 -8.076 1.725
62 C 0.374 6.281 -0.530
63 C -0.795 6.199 0.431
64 O -1.881 6.986 -0.022
65 P -2.796 6.392 -1.264
66 O -3.565 5.398 -0.359
67 O -4.032 7.509 -1.227
68 C -5.383 7.079 -1.256
69 C -5.983 7.181 0.135
70 O -1.938 7.502 -2.275
71 C -2.165 8.905 -2.327
72 C -1.845 9.650 -1.043
73 H 0.118 5.825 -1.492
74 H 1.248 5.762 -0.125
75 H 0.642 7.323 -0.730
76 H -1.111 5.160 0.573
77 H -0.493 6.590 1.407
78 H -5.469 6.063 -1.663
79 H -5.928 7.742 -1.935
80 H -5.377 6.651 0.875
81 H -6.996 6.775 0.153
82 H -6.014 8.227 0.457
83 H -3.182 9.117 -2.675
84 H -1.500 9.286 -3.111
85 H -2.561 9.421 -0.248
86 H -1.885 10.732 -1.212
87 H -0.846 9.393 -0.681

Computed properties:
- SMILES = NP(COCOCCO)C(=O)C(F)(F)C(F)(F)C(F)(F)C(=O)O.CCOP(=O)(OCC)OCC.CCOP(=O)(OCC)OCC
- HOMO-LUMO gap (eV) = 7.213

In the Löwdin picture, each atom carries the following charge in e: atom 1 (N): -0.218, atom 2 (P): 0.985, atom 3 (C): -0.341, atom 4 (O): -0.201, atom 5 (C): -0.225, atom 6 (O): -0.171, atom 7 (C): -0.177, atom 8 (C): -0.182, atom 9 (O): -0.154, atom 10 (C): -0.313, atom 11 (O): -0.051, atom 12 (C): -0.156, atom 13 (F): 0.021, atom 14 (F): -0.015, atom 15 (C): -0.100, atom 16 (F): 0.011, atom 17 (F): 0.040, atom 18 (C): -0.102, atom 19 (F): 0.013, atom 20 (F): 0.039, atom 21 (C): -0.146, atom 22 (O): 0.054, atom 23 (O): -0.002, atom 24 (H): 0.037, atom 25 (H): 0.040, atom 26 (H): 0.127, atom 27 (H): 0.111, atom 28 (H): 0.161, atom 29 (H): 0.139, atom 30 (H): 0.133, atom 31 (H): 0.138, atom 32 (H): 0.131, atom 33 (H): 0.138, atom 34 (H): 0.111, atom 35 (H): 0.157, atom 36 (C): -0.089, atom 37 (C): -0.293, atom 38 (O): -0.248, atom 39 (P): 0.779, atom 40 (O): -0.218, atom 41 (O): -0.269, atom 42 (C): -0.302, atom 43 (C): -0.075, atom 44 (O): -0.270, atom 45 (C): -0.289, atom 46 (C): -0.077, atom 47 (H): 0.064, atom 48 (H): 0.068, atom 49 (H): 0.079, atom 50 (H): 0.096, atom 51 (H): 0.124, atom 52 (H): 0.106, atom 53 (H): 0.116, atom 54 (H): 0.073, atom 55 (H): 0.076, atom 56 (H): 0.078, atom 57 (H): 0.112, atom 58 (H): 0.120, atom 59 (H): 0.071, atom 60 (H): 0.082, atom 61 (H): 0.072, atom 62 (C): -0.089, atom 63 (C): -0.297, atom 64 (O): -0.251, atom 65 (P): 0.785, atom 66 (O): -0.216, atom 67 (O): -0.270, atom 68 (C): -0.301, atom 69 (C): -0.076, atom 70 (O): -0.270, atom 71 (C): -0.291, atom 72 (C): -0.078, atom 73 (H): 0.064, atom 74 (H): 0.078, atom 75 (H): 0.074, atom 76 (H): 0.101, atom 77 (H): 0.121, atom 78 (H): 0.107, atom 79 (H): 0.115, atom 80 (H): 0.073, atom 81 (H): 0.075, atom 82 (H): 0.077, atom 83 (H): 0.111, atom 84 (H): 0.119, atom 85 (H): 0.071, atom 86 (H): 0.081, atom 87 (H): 0.072


[2]
The following is a DFT calculation (the ωB97M-V functional and the def2-TZVPD basis) of C21H42MgO26PV as an isolated structure.

Element x y z (Å)
1 O 3.863 17.559 2.387
2 V 3.231 17.605 0.896
3 Mg 1.003 15.754 -1.555
4 P 0.768 16.574 0.446
5 O 1.310 17.433 1.600
6 O 2.088 16.748 -0.438
7 O -0.094 17.035 -0.805
8 O 0.857 15.126 0.162
9 C -1.691 13.885 1.575
10 O -2.903 14.110 2.310
11 C -4.010 14.573 1.620
12 O -4.053 14.765 0.386
13 O -4.928 14.754 2.587
14 C -6.208 14.829 2.016
15 H -0.840 14.077 2.228
16 H -1.462 14.544 0.738
17 H -1.523 12.868 1.221
18 H -6.377 15.771 1.496
19 H -6.938 14.797 2.825
20 H -6.339 13.941 1.397
21 C 4.895 12.621 -4.279
22 O 3.698 13.426 -3.913
23 C 3.732 14.385 -2.900
24 O 2.820 14.707 -2.128
25 O 4.992 14.895 -2.785
26 C 5.309 16.166 -2.073
27 H 5.207 12.096 -3.376
28 H 5.748 13.244 -4.547
29 H 4.592 11.916 -5.053
30 H 6.275 16.071 -1.578
31 H 4.488 16.487 -1.431
32 H 5.561 17.052 -2.656
33 C 1.646 23.786 -2.374
34 O 0.808 22.633 -2.356
35 C 0.884 21.871 -1.340
36 O 1.655 21.967 -0.431
37 O -0.002 20.916 -1.495
38 C -0.140 19.981 -0.412
39 H 2.702 23.519 -2.427
40 H 1.506 24.285 -1.416
41 H 1.439 24.384 -3.261
42 H 0.731 19.328 -0.368
43 H -1.047 19.422 -0.646
44 H -0.238 20.509 0.537
45 C -0.730 16.655 -5.282
46 O 0.206 17.661 -5.058
47 C 0.996 17.579 -4.046
48 O 1.217 16.675 -3.221
49 O 1.696 18.674 -4.200
50 C 2.672 19.152 -3.269
51 H -1.544 17.034 -5.899
52 H -1.195 16.373 -4.337
53 H -0.274 15.739 -5.657
54 H 3.267 18.429 -2.711
55 H 2.270 19.890 -2.574
56 H 3.453 19.656 -3.838
57 C -3.855 22.495 3.205
58 O -3.903 21.253 2.547
59 C -2.906 20.353 2.726
60 O -1.892 20.419 3.469
61 O -3.167 19.393 1.873
62 C -2.388 18.211 1.748
63 H -4.363 23.268 2.629
64 H -2.824 22.793 3.399
65 H -4.491 22.471 4.090
66 H -2.249 17.879 2.776
67 H -1.359 18.421 1.455
68 H -2.736 17.412 1.094
69 C 2.487 24.410 4.020
70 O 2.328 23.067 4.398
71 C 2.217 22.134 3.484
72 O 2.524 22.222 2.295
73 O 1.809 21.029 4.083
74 C 1.482 19.948 3.309
75 H 1.519 24.872 3.827
76 H 3.109 24.507 3.129
77 H 2.866 24.999 4.855
78 H 0.764 19.328 3.846
79 H 2.313 19.303 3.023
80 H 0.978 20.397 2.453
81 C 3.392 12.599 0.667
82 O 4.626 13.102 1.147
83 C 4.779 14.339 1.349
84 O 3.901 15.210 1.193
85 O 6.068 14.555 1.604
86 C 6.555 15.927 1.772
87 H 3.413 12.905 -0.379
88 H 2.606 13.124 1.209
89 H 3.320 11.522 0.825
90 H 6.517 16.389 0.785
91 H 7.539 15.919 2.242
92 H 5.895 16.504 2.420

Computed properties:
- multiplicity = 2
- ⟨S²⟩ = 0.802
- net charge = +1
- HOMO-LUMO gap (alpha / beta) (eV) = 7.287 / 7.459

In the Löwdin picture, each atom carries the following charge in e: atom 1 (O): -0.273, atom 2 (V): 1.224, atom 3 (Mg): 0.610, atom 4 (P): 0.221, atom 5 (O): -0.297, atom 6 (O): -0.483, atom 7 (O): -0.314, atom 8 (O): -0.269, atom 9 (C): -0.064, atom 10 (O): -0.012, atom 11 (C): -0.521, atom 12 (O): 0.083, atom 13 (O): 0.004, atom 14 (C): -0.059, atom 15 (H): 0.085, atom 16 (H): 0.057, atom 17 (H): 0.096, atom 18 (H): 0.102, atom 19 (H): 0.099, atom 20 (H): 0.105, atom 21 (C): 0.014, atom 22 (O): -0.012, atom 23 (C): -0.436, atom 24 (O): 0.067, atom 25 (O): 0.003, atom 26 (C): 0.020, atom 27 (H): 0.095, atom 28 (H): 0.092, atom 29 (H): 0.103, atom 30 (H): 0.093, atom 31 (H): 0.056, atom 32 (H): 0.094, atom 33 (C): -0.012, atom 34 (O): 0.035, atom 35 (C): -0.723, atom 36 (O): 0.129, atom 37 (O): 0.018, atom 38 (C): -0.023, atom 39 (H): 0.095, atom 40 (H): 0.105, atom 41 (H): 0.101, atom 42 (H): 0.065, atom 43 (H): 0.098, atom 44 (H): 0.094, atom 45 (C): -0.014, atom 46 (O): 0.074, atom 47 (C): -0.517, atom 48 (O): 0.071, atom 49 (O): 0.070, atom 50 (C): 0.015, atom 51 (H): 0.114, atom 52 (H): 0.102, atom 53 (H): 0.111, atom 54 (H): 0.075, atom 55 (H): 0.092, atom 56 (H): 0.107, atom 57 (C): -0.052, atom 58 (O): -0.002, atom 59 (C): -0.539, atom 60 (O): 0.076, atom 61 (O): 0.014, atom 62 (C): -0.021, atom 63 (H): 0.093, atom 64 (H): 0.096, atom 65 (H): 0.097, atom 66 (H): 0.106, atom 67 (H): 0.051, atom 68 (H): 0.099, atom 69 (C): -0.042, atom 70 (O): 0.025, atom 71 (C): -0.587, atom 72 (O): 0.094, atom 73 (O): 0.031, atom 74 (C): -0.079, atom 75 (H): 0.097, atom 76 (H): 0.096, atom 77 (H): 0.097, atom 78 (H): 0.107, atom 79 (H): 0.056, atom 80 (H): 0.084, atom 81 (C): 0.026, atom 82 (O): 0.060, atom 83 (C): -0.587, atom 84 (O): 0.041, atom 85 (O): 0.031, atom 86 (C): 0.011, atom 87 (H): 0.092, atom 88 (H): 0.101, atom 89 (H): 0.112, atom 90 (H): 0.076, atom 91 (H): 0.108, atom 92 (H): 0.067


[3]
The following is a DFT calculation (the ωB97M-V functional and the def2-TZVPD basis) of C21H42NO3PSb as an isolated structure.

Element x y z (Å)
1 C -3.975 -0.520 2.135
2 C -3.003 -0.350 1.451
3 Sb -1.142 0.021 0.215
4 C 0.710 0.318 -1.018
5 C 0.688 1.184 -2.248
6 N 1.723 1.514 -2.915
7 C 0.058 -0.812 1.907
8 C -0.688 -1.710 2.896
9 C 0.317 -2.512 3.744
10 C -1.072 2.024 1.153
11 C 0.084 2.949 0.777
12 C 1.428 2.617 1.443
13 C 2.620 3.100 0.588
14 C 3.843 3.566 1.407
15 C 4.990 2.539 1.541
16 C 4.593 1.067 1.391
17 C 4.755 0.517 -0.047
18 C -2.486 0.907 -1.313
19 C -2.667 0.240 -2.660
20 O -3.600 -0.852 -2.544
21 C -3.651 -1.681 -3.601
22 O -3.405 -1.332 -4.727
23 C -4.116 -3.056 -3.215
24 C -5.615 -3.013 -2.866
25 P -1.457 -2.367 -0.737
26 C -0.218 -3.477 0.077
27 O -0.849 -2.391 -2.323
28 H -4.787 -0.806 2.767
29 H 0.986 -0.687 -1.353
30 H 1.553 0.657 -0.414
31 H -0.233 1.619 -2.627
32 H 2.548 1.088 -2.484
33 H 0.975 -1.300 1.570
34 H 0.381 0.057 2.485
35 H -1.261 -1.097 3.585
36 H -1.323 -2.430 2.385
37 H 0.937 -1.828 4.329
38 H -0.170 -3.208 4.427
39 H 1.005 -3.051 3.091
40 H -1.128 1.918 2.238
41 H -2.004 2.516 0.862
42 H 0.206 3.078 -0.300
43 H -0.174 3.952 1.145
44 H 1.471 3.075 2.429
45 H 1.512 1.534 1.522
46 H 2.275 3.943 -0.012
47 H 2.892 2.324 -0.122
48 H 3.496 3.888 2.386
49 H 4.250 4.446 0.906
50 H 5.422 2.658 2.538
51 H 5.800 2.780 0.852
52 H 5.266 0.487 2.024
53 H 3.590 0.873 1.760
54 H 4.837 1.348 -0.747
55 H 3.860 -0.033 -0.337
56 H 5.622 -0.130 -0.136
57 H -2.091 1.909 -1.493
58 H -3.469 1.045 -0.865
59 H -1.749 -0.089 -3.143
60 H -3.115 0.960 -3.353
61 H -3.575 -3.315 -2.307
62 H -3.895 -3.728 -4.036
63 H -5.802 -2.191 -2.181
64 H -6.210 -2.885 -3.769
65 H -5.896 -3.942 -2.374
66 H -0.058 -4.288 -0.640
67 H 0.755 -3.019 0.259
68 H -0.629 -3.932 0.972
69 H 0.067 -2.683 -2.352

Computed properties:
- net charge = -1
- HOMO-LUMO gap (eV) = 6.406

In the natural (NBO) picture, each atom carries the following charge in e: atom 1 (C): -0.375, atom 2 (C): -0.396, atom 3 (Sb): 1.572, atom 4 (C): -0.920, atom 5 (C): 0.150, atom 6 (N): -0.648, atom 7 (C): -0.783, atom 8 (C): -0.408, atom 9 (C): -0.600, atom 10 (C): -0.783, atom 11 (C): -0.398, atom 12 (C): -0.409, atom 13 (C): -0.405, atom 14 (C): -0.396, atom 15 (C): -0.393, atom 16 (C): -0.410, atom 17 (C): -0.619, atom 18 (C): -0.792, atom 19 (C): -0.091, atom 20 (O): -0.529, atom 21 (C): 0.823, atom 22 (O): -0.616, atom 23 (C): -0.512, atom 24 (C): -0.595, atom 25 (P): 0.618, atom 26 (C): -0.980, atom 27 (O): -1.008, atom 28 (H): 0.207, atom 29 (H): 0.222, atom 30 (H): 0.221, atom 31 (H): 0.162, atom 32 (H): 0.309, atom 33 (H): 0.190, atom 34 (H): 0.201, atom 35 (H): 0.207, atom 36 (H): 0.195, atom 37 (H): 0.191, atom 38 (H): 0.191, atom 39 (H): 0.190, atom 40 (H): 0.204, atom 41 (H): 0.208, atom 42 (H): 0.194, atom 43 (H): 0.184, atom 44 (H): 0.190, atom 45 (H): 0.205, atom 46 (H): 0.202, atom 47 (H): 0.203, atom 48 (H): 0.193, atom 49 (H): 0.197, atom 50 (H): 0.195, atom 51 (H): 0.191, atom 52 (H): 0.197, atom 53 (H): 0.213, atom 54 (H): 0.201, atom 55 (H): 0.214, atom 56 (H): 0.203, atom 57 (H): 0.206, atom 58 (H): 0.234, atom 59 (H): 0.200, atom 60 (H): 0.172, atom 61 (H): 0.254, atom 62 (H): 0.213, atom 63 (H): 0.223, atom 64 (H): 0.196, atom 65 (H): 0.201, atom 66 (H): 0.216, atom 67 (H): 0.206, atom 68 (H): 0.235, atom 69 (H): 0.471


These records have DFT total energy values of -96770.9512, -116108.6098, -45913.6210 eV, in the order they appear.
These records have max |F| values of 9.8, 8.1, 1.5 eV/Å, in the order they appear.